Entry 1:
{
  "formula": "CH7N2O2Si",
  "method": "ωB97M-V with the def2-TZVPD basis set",
  "symbols": ["Si", "O", "O", "N", "N", "C", "H", "H", "H", "H", "H", "H", "H"],
  "coordinates": [[2.5627, -0.2660, 0.1663], [0.3233, -0.9010, 0.5778], [-2.6046, -0.2531, 0.6991], [-2.1056, -0.2581, -0.4697], [0.6133, 0.2874, 0.0601], [-0.1815, 1.0102, -0.5385], [2.3776, -0.6918, -1.2277], [-3.3698, 0.3349, 0.7974], [-2.7071, 0.2947, -1.1326], [-0.0887, 1.9351, -1.0689], [3.1892, 1.0340, 0.4344], [2.6055, -1.1920, 1.3401], [-0.6146, -1.3344, 0.3623]],
  "forces_ev_per_angstrom": [[-1.24, 0.81, 0.33], [-2.83, -3.59, 1.05], [-1.30, 0.05, 2.83], [1.61, 0.93, -3.52], [1.98, 0.50, -0.31], [-2.84, -0.68, -0.14], [0.72, -0.31, 0.17], [-0.05, 0.17, 0.10], [0.77, -0.38, 0.55], [0.50, 0.34, 0.00], [0.25, -0.13, -0.25], [0.23, 0.33, -0.71], [2.21, 1.96, -0.10]],
  "homo_ev": [-13.71, -13.66],
  "orbital_gap_ev": [8.47, 9.21],
  "total_charge": 1
}

=====

Entry 2:
{
  "formula": "CH7N2O2Si",
  "method": "ωB97M-V with the def2-TZVPD basis set",
  "symbols": ["Si", "O", "O", "N", "N", "C", "H", "H", "H", "H", "H", "H", "H"],
  "coordinates": [[0.2175, 1.4013, -0.5001], [3.2531, -2.7072, -0.5937], [-2.5370, -0.3073, -0.1679], [0.9911, -0.2140, 0.4921], [2.8660, -1.6224, 0.0794], [1.8745, -0.9891, 0.1636], [-0.0263, 0.9682, -2.0217], [0.5303, -0.6574, 1.2694], [-0.9593, 1.6040, 0.3449], [-2.8490, 0.2701, 0.6279], [1.5594, 2.1920, -0.5328], [4.1368, -3.0679, -0.3362], [-3.2769, -0.7990, -0.4844]],
  "forces_ev_per_angstrom": [[1.89, -1.48, -1.53], [-0.52, -0.74, -0.72], [0.66, 2.28, 2.53], [-3.08, 2.65, -0.19], [1.59, -0.56, 0.12], [2.89, -1.88, -1.25], [0.08, 0.33, 2.04], [-1.08, 0.45, 0.59], [0.32, 0.38, -0.01], [0.41, -1.83, -2.31], [-1.52, -0.38, 0.41], [-0.64, 1.21, 0.47], [-1.01, -0.45, -0.17]],
  "homo_ev": -15.19,
  "orbital_gap_ev": 11.34,
  "total_charge": 1
}

=====

Entry 3:
{
  "formula": "CH7N2P",
  "method": "ωB97M-V with the def2-TZVPD basis set",
  "symbols": ["P", "N", "N", "C", "H", "H", "H", "H", "H", "H", "H"],
  "coordinates": [[-0.4138, -0.4718, 0.8892], [1.8134, -0.3709, 0.6468], [-0.8492, -1.1359, -0.5183], [-0.6467, 1.2453, 0.2128], [2.2880, -1.2204, 0.8966], [-1.2090, 1.1318, -0.6889], [1.6733, -0.3482, -0.3097], [-1.1497, 1.9203, 0.9075], [-0.5265, -0.4772, -1.2328], [-1.3232, -1.9542, -0.8615], [0.3434, 1.6812, 0.0585]],
  "forces_ev_per_angstrom": [[2.95, 0.54, 1.91], [-3.29, 0.98, 2.64], [0.00, 0.14, -2.59], [1.10, 0.21, 1.28], [-0.19, -0.63, 0.05], [-0.35, 0.41, -0.49], [0.30, -0.14, -2.63], [-0.15, -0.22, 0.00], [-0.65, -1.13, -0.49], [0.34, -0.16, 0.58], [-0.07, 0.00, -0.26]],
  "homo_ev": -8.47,
  "orbital_gap_ev": 9.53
}

=====

Entry 4:
{
  "formula": "CH7N2S",
  "method": "ωB97M-V with the def2-TZVPD basis set",
  "symbols": ["S", "N", "N", "C", "H", "H", "H", "H", "H", "H", "H"],
  "coordinates": [[-2.2344, -1.2568, -1.3735], [0.9359, 1.2475, 1.3167], [0.8715, -0.8646, -0.3016], [0.1625, 0.1465, 0.4707], [-0.6266, -0.4015, 1.0877], [0.0979, -1.2530, -0.8764], [0.1600, 1.9172, 1.4566], [1.5860, 1.5576, 0.5470], [-1.9221, -0.0777, -2.1750], [-0.4186, 0.6430, -0.3131], [1.3878, -1.6583, 0.1610]],
  "forces_ev_per_angstrom": [[0.27, 1.64, -1.39], [-0.49, -2.13, -2.44], [1.38, -0.31, -0.03], [-1.11, -0.48, 1.32], [0.98, 1.21, -0.05], [0.50, -0.03, 0.17], [0.99, -0.07, -0.30], [-0.89, 0.37, 1.26], [-0.49, -1.77, 1.18], [0.03, 0.12, 0.34], [-1.17, 1.45, -0.06]],
  "homo_ev": -2.88,
  "orbital_gap_ev": 7.18,
  "total_charge": -1
}

=====

Entry 5:
{
  "formula": "CH7N2S",
  "method": "ωB97M-V with the def2-TZVPD basis set",
  "symbols": ["S", "N", "N", "C", "H", "H", "H", "H", "H", "H", "H"],
  "coordinates": [[-2.5738, 0.0378, 0.2495], [1.0048, -0.3878, 0.9977], [0.2215, -0.4082, -1.3827], [1.0123, 0.2769, -0.3559], [-3.0555, 0.9940, 1.1234], [0.5980, 1.2829, -0.2400], [0.2328, -1.0109, 1.2010], [-0.8005, -0.0666, -1.2542], [0.3684, -1.4469, -1.3626], [0.9261, 0.3697, 1.6566], [2.0658, 0.3589, -0.6329]],
  "forces_ev_per_angstrom": [[-0.50, 0.63, 0.71], [0.88, 0.34, -0.33], [-0.57, 0.45, 0.31], [-0.89, -1.19, 0.47], [0.31, -0.59, -0.63], [-0.01, -0.06, -0.23], [-0.42, 0.39, -0.65], [1.93, -1.42, -0.02], [-0.61, 1.56, 0.19], [-0.09, -0.05, 0.43], [-0.02, -0.05, -0.25]],
  "homo_ev": -2.87,
  "orbital_gap_ev": 7.38,
  "total_charge": -1
}

=====

Entry 6:
{
  "formula": "CH7N2S",
  "method": "ωB97M-V with the def2-TZVPD basis set",
  "symbols": ["S", "N", "N", "C", "H", "H", "H", "H", "H", "H", "H"],
  "coordinates": [[-1.9959, -1.8032, -1.7894], [0.5254, -0.0072, 0.7248], [1.9351, 1.8335, 0.7578], [0.7394, 1.2470, 0.8925], [-0.3651, -0.4758, 0.7823], [1.2770, -0.5775, 0.3432], [1.9952, 2.9276, 0.8588], [2.8121, 1.4536, 0.4787], [-0.9804, -2.5933, -2.0819], [0.0831, 2.0338, 1.2976], [-1.3332, -0.6922, -2.1044]],
  "forces_ev_per_angstrom": [[-0.53, 0.22, 0.46], [0.21, -1.12, -0.62], [-0.89, 3.21, 0.25], [2.03, 2.83, 0.88], [-0.37, 0.24, 0.14], [-0.21, 0.04, 0.16], [-0.37, -3.13, -0.13], [0.34, -0.86, -0.30], [0.46, -0.29, -0.19], [-0.81, -1.28, -0.43], [0.14, 0.13, -0.23]],
  "homo_ev": -13.03,
  "orbital_gap_ev": 9.07,
  "total_charge": 1
}